1.
43
Properties=species:S:1:pos:R:3:forces:R:3:nbo_charge:R:1 method="wB97M-V/def2-TZVPD" total_charge=+3 largest_force_ev_per_a=3.462 lumo_energy_ev="-12.700 / -13.874" e_tot_ev=-121829.4912
I 0.02618 -2.19126 -3.73078 -0.119 0.695 0.858 -0.022
I -0.51910 1.95911 -3.12716 0.215 0.105 -0.696 0.422
Sn -0.08446 -0.46353 -1.56797 -0.377 -1.321 0.132 0.631
P -2.70430 -0.47489 -1.21879 -1.920 -0.009 -1.070 1.048
C -3.50970 1.10116 -0.81873 0.439 0.264 0.081 -0.954
C -3.41181 -0.88427 -2.85582 0.474 -0.008 0.010 -0.952
H -4.50263 -1.01053 -2.70462 0.585 0.134 -0.270 0.289
H -4.69224 -1.54157 -0.37637 0.243 0.163 -0.145 0.297
H -2.95641 -1.80798 -3.24802 -0.387 0.284 0.164 0.276
H -3.29864 -2.65211 -0.24938 -0.109 0.159 -0.204 0.282
H -3.19147 1.85327 -1.55491 -0.406 -0.067 0.309 0.255
H -3.18256 -0.06669 -3.55320 -0.313 -0.244 0.057 0.257
C -3.62323 -1.60990 -0.14519 0.995 -0.774 0.943 -0.958
H -4.60760 0.92617 -0.85646 0.697 0.201 -0.042 0.301
H -3.46800 -1.36470 0.91123 -0.113 0.110 -0.131 0.268
H -3.21994 1.41901 0.19223 -0.235 0.057 -0.249 0.255
P 2.53011 -0.35869 -1.21003 2.079 0.081 -0.595 1.073
C 3.23398 1.24783 -0.75704 -0.455 0.191 0.069 -0.956
C 3.43318 -1.46975 -0.09921 -0.852 -0.788 0.906 -0.953
H 2.96090 -1.68662 -3.21707 0.360 0.278 0.235 0.280
H 4.42986 -0.78031 -2.62964 -0.615 0.090 -0.123 0.293
H 3.07189 0.05157 -3.52205 0.290 -0.121 0.029 0.265
C 3.33633 -0.73592 -2.80598 -0.688 -0.046 -0.279 -0.947
H 3.09451 -2.51088 -0.16259 0.092 0.173 -0.182 0.285
H 4.49975 -1.43077 -0.35291 -0.261 0.179 -0.120 0.296
H 4.34122 1.13151 -0.78443 -0.727 0.162 -0.035 0.303
H 2.90963 1.50583 0.26213 0.232 0.099 -0.291 0.262
H 3.29800 -1.17473 0.94759 0.071 0.088 -0.197 0.265
H 2.88796 2.00182 -1.47940 0.343 -0.028 0.305 0.263
C -0.05471 1.94943 -0.12023 0.147 3.311 1.001 0.498
O -0.02511 3.06839 0.12087 -0.079 -3.052 -0.573 -0.393
Se -0.11991 -1.65957 0.96108 0.970 0.259 1.460 0.243
C 0.14702 -0.41908 2.41804 -0.398 -0.277 -0.976 -0.213
C -0.79278 0.62743 2.53347 -0.019 0.929 0.346 -0.224
C -0.68504 1.56593 3.56171 -0.442 -0.122 -0.692 -0.191
C 0.36771 1.49005 4.47321 0.296 -0.043 -0.099 -0.064
C 1.30488 0.44627 4.35930 0.286 -0.203 0.139 -0.199
C 1.19289 -0.52385 3.36730 0.455 -0.260 0.257 -0.136
H -1.58710 0.72999 1.79119 0.139 -0.121 0.315 0.208
H -1.39633 2.39285 3.62211 0.148 -0.345 0.026 0.258
H 0.48721 2.27129 5.23457 -0.064 -0.477 -0.260 0.269
H 2.14091 0.41297 5.07180 -0.422 -0.124 -0.400 0.270
H 1.93897 -1.33427 3.32015 -0.553 0.420 -0.014 0.248

=====

2.
13
Properties=species:S:1:pos:R:3:forces:R:3:nbo_charge:R:1 method="wB97M-V/def2-TZVPD" total_charge=0 smiles=CSSC.O largest_force_ev_per_a=1.684 lumo_energy_ev=0.614 de_lowest_kj_mol=36.8 e_tot_ev=-25921.5542
C 0.84559 1.58060 -1.68804 -0.515 -1.602 -0.068 -0.721
S 0.35577 -0.11019 -2.28493 -0.010 0.069 0.339 0.049
S 1.36758 -1.48363 -1.12848 0.128 0.681 -0.379 0.090
C 0.43639 -1.51736 0.40421 0.409 -1.137 0.569 -0.765
H 0.46924 1.74721 -0.68446 0.043 0.039 0.094 0.212
H 1.92238 1.62166 -1.73279 0.175 0.498 -0.138 0.224
H 0.29070 2.19277 -2.39178 0.373 0.425 -0.064 0.225
H 1.10906 -1.91876 1.17010 0.356 0.517 -0.025 0.224
H 0.08532 -0.53898 0.69977 -0.291 -0.054 0.037 0.240
H -0.29838 -2.31993 0.40128 -0.678 0.545 -0.367 0.221
O -1.99033 -0.08332 2.33623 -0.673 0.052 -0.652 -0.938
H -1.81308 0.56148 3.01552 0.144 0.290 0.405 0.468
H -2.78024 0.26846 1.88339 0.539 -0.324 0.250 0.472

=====

3.
18
Properties=species:S:1:pos:R:3:forces:R:3:nbo_charge:R:1 method="wB97M-V/def2-TZVPD" total_charge=0 smiles=CCC.CSS largest_force_ev_per_a=3.841 lumo_energy_ev=0.591 de_lowest_kj_mol=174.0 e_tot_ev=-26011.3146
C 1.57593 -0.13999 1.23584 -1.114 -1.834 1.799 -0.633
C 0.07546 -1.03048 1.28617 3.259 0.883 -1.751 -0.398
C -0.65516 -0.52637 2.50511 0.595 1.692 0.402 -0.631
H 1.16447 0.83151 1.64539 1.291 -0.829 -0.395 0.203
H 2.06907 0.00502 0.24480 -0.745 -0.274 0.690 0.208
H 2.37168 -0.69590 1.96072 -1.978 1.650 -1.531 0.206
H 0.29680 -2.10097 1.41882 0.009 0.335 -0.421 0.194
H -0.30133 -0.81322 0.22007 -0.160 -0.578 2.051 0.209
H -0.92981 0.53811 2.31477 -0.257 -0.674 0.169 0.203
H -1.55454 -1.10037 2.76187 0.379 0.151 0.142 0.217
H 0.09754 -0.40991 3.36658 -1.257 -0.708 -0.974 0.210
C 0.15259 1.32993 -3.20916 -0.256 -3.686 -1.048 -0.750
S -0.52442 0.99862 -1.47134 0.850 1.422 -0.965 0.062
S -2.35972 0.35390 -2.00721 -0.814 -0.195 0.102 -0.130
H 1.04487 1.98332 -3.33131 -1.038 -0.147 0.493 0.240
H -0.70660 1.45494 -3.95883 1.326 0.522 1.338 0.240
H 0.49905 0.22543 -3.45396 -0.299 2.281 0.083 0.218
H -2.31587 -0.90357 -1.52832 0.208 -0.010 -0.182 0.131

=====

4.
52
Properties=species:S:1:pos:R:3:forces:R:3:nbo_charge:R:1 method="wB97M-V/def2-TZVPD" total_charge=0 largest_force_ev_per_a=3.320 lumo_energy_ev="-1.185 / -1.185" de_lowest_kj_mol=190.9 e_tot_ev=-102471.6034
Ir 0.53459 -1.27502 -0.54927 -2.059 0.796 -2.479 1.248
O 6.47814 -1.41650 -2.59926 0.073 0.067 0.016 -0.637
C 5.21433 -1.41827 -2.14516 -0.298 -0.074 0.041 0.366
C 4.26186 -2.34527 -2.55870 0.171 0.054 0.028 -0.295
C 2.99242 -2.26677 -2.02924 -0.349 -0.342 -0.173 0.148
N 2.65749 -1.34819 -1.13497 -1.437 0.738 0.186 -0.452
C 3.57329 -0.47358 -0.70308 0.067 0.076 -0.071 0.127
C 4.85447 -0.45725 -1.19830 0.080 -0.044 0.034 -0.263
C 3.10073 0.42937 0.40301 -0.121 0.018 0.188 0.753
O 3.70103 1.44666 0.70521 0.076 0.052 -0.113 -0.639
O 2.02811 -0.01199 0.96321 0.409 -0.545 0.913 -0.821
C 1.88663 -3.27271 -2.35622 0.958 0.317 -0.467 0.750
O 2.09460 -4.08444 -3.23452 -0.190 -0.089 0.191 -0.609
O 0.85966 -3.15640 -1.60676 -1.144 1.058 1.203 -0.688
H 6.61298 -2.14302 -3.21802 -0.024 -0.007 -0.029 0.491
H 4.48819 -3.12651 -3.27284 -0.105 -0.036 -0.011 0.253
H 5.56842 0.26821 -0.83705 -0.023 0.015 0.050 0.259
Cl -6.23312 -2.09488 -1.96160 -0.145 -0.055 0.080 0.034
C -4.54815 -1.77653 -2.08514 0.214 0.073 -0.594 -0.103
C -3.94912 -1.65336 -3.34264 -0.361 0.021 0.497 -0.109
Cl -4.87673 -1.92154 -4.76606 -0.040 0.064 -0.124 0.038
C -2.60601 -1.30996 -3.43431 0.756 -0.061 0.377 -0.108
Cl -1.84689 -1.06255 -4.95925 0.029 0.039 -0.116 0.035
C -1.80582 -1.16281 -2.28799 -1.930 -0.634 0.431 0.226
O -0.58325 -0.72720 -2.32842 2.729 -0.405 1.578 -0.619
C -2.38500 -1.43875 -1.01118 -0.734 0.313 -1.636 0.313
O -1.62303 -1.40566 0.03970 2.594 -0.371 0.874 -0.760
C -3.76908 -1.64119 -0.94236 0.510 -0.095 0.156 -0.161
Cl -4.47294 -1.78167 0.63316 -0.028 0.029 0.210 -0.007
C -1.41122 3.42733 2.11200 0.070 0.259 0.035 -0.049
N -2.30385 2.19885 1.97414 0.239 0.079 0.128 -0.385
C -2.16586 1.39273 3.26452 -0.117 -0.195 0.302 -0.052
N -0.81531 1.05675 3.52032 0.000 0.043 0.092 -0.439
C 0.01198 2.25227 3.61000 -0.024 0.016 0.040 -0.071
N -0.07390 3.05706 2.39806 -0.080 -0.015 -0.043 -0.437
C 0.60419 2.42308 1.26782 0.302 -0.111 -0.482 -0.542
P -0.09406 0.73653 0.86514 -0.270 -0.296 -0.020 1.045
C -1.89627 1.36984 0.80268 0.280 -0.534 -0.831 -0.580
C -0.27030 0.06913 2.59049 0.167 -0.279 -0.229 -0.550
H -1.82993 4.03514 2.91766 -0.019 -0.089 0.004 0.213
H -1.45268 3.98113 1.17391 -0.130 -0.069 -0.003 0.223
H -3.27553 2.49561 1.87249 0.002 -0.054 -0.059 0.429
H -2.77272 0.49306 3.16107 -0.049 0.069 -0.115 0.237
H -2.55887 2.02043 4.06777 -0.024 0.030 -0.081 0.211
H 1.04896 1.95621 3.75675 -0.006 0.016 0.034 0.232
H -0.31635 2.84875 4.46498 -0.013 0.012 -0.046 0.204
H 1.66796 2.33874 1.48392 -0.004 -0.060 -0.024 0.284
H 0.49821 3.06410 0.38876 0.035 0.000 0.004 0.227
H -2.56006 0.50638 0.73317 0.036 0.062 0.101 0.281
H -2.01588 1.95956 -0.10870 -0.082 0.106 0.079 0.239
H 0.70616 -0.25558 2.94515 -0.009 0.023 -0.044 0.260
H -0.93247 -0.79932 2.55596 0.016 0.014 -0.082 0.254

=====

5.
7
Properties=species:S:1:pos:R:3:forces:R:3:nbo_charge:R:1 method="wB97M-V/def2-TZVPD" total_charge=0 smiles="O=C(Cl)OP" largest_force_ev_per_a=5.119 lumo_energy_ev=0.318 de_lowest_kj_mol=93.0 e_tot_ev=-26974.7837
O 2.74611 1.54890 0.27121 0.735 -1.289 -0.374 -0.569
C 2.79619 0.36434 0.01819 -3.006 1.698 0.132 0.693
Cl 4.20348 -0.57042 0.03763 0.416 -0.567 -0.052 0.044
O 1.64213 -0.32383 -0.25858 2.574 0.225 -0.565 -0.743
P 0.23736 0.66396 -0.47474 3.500 3.719 0.348 0.689
H 0.47174 1.14128 0.88465 -1.149 -0.102 -0.687 -0.026
H -0.34363 -0.42797 -0.23632 -3.069 -3.685 1.198 -0.088

=====

6.
17
Properties=species:S:1:pos:R:3:forces:R:3:nbo_charge:R:1 method="wB97M-V/def2-TZVPD" total_charge=+1 largest_force_ev_per_a=3.406 lumo_energy_ev=-8.181 de_lowest_kj_mol=514.6 e_tot_ev=-6832.0805
C 0.67637 0.90592 1.02527 0.635 -0.075 -0.022 0.095
C 0.26330 0.24779 -0.10751 -0.950 -0.220 -0.674 -0.371
C 0.98313 -0.69554 -0.82466 1.501 3.057 0.025 -0.017
N -2.82536 -0.43933 -0.49771 0.056 1.094 -0.230 -1.125
H 1.65117 0.76274 1.47367 0.058 -0.301 0.155 0.219
H 11.28193 12.98965 0.01579 -0.447 0.353 0.318 0.000
H 0.07268 1.70485 1.44577 -0.048 -0.060 -0.085 0.240
H -0.68299 0.56981 -0.52805 -0.300 -0.213 0.031 0.303
H 1.99429 -0.93113 -0.49476 -0.263 -0.774 0.118 0.232
H 11.77834 12.59755 -0.33725 0.447 -0.353 -0.318 0.000
H 0.75943 -0.76355 -1.88661 -0.368 -0.936 0.183 0.257
H -3.34043 -0.54398 -1.36167 0.086 -0.304 0.041 0.377
H -2.45030 -1.30065 -0.14936 -0.328 -0.491 -0.011 0.389
H -3.46500 -0.03788 0.17405 -0.004 -0.104 0.108 0.373
H -0.68965 -3.22591 0.87682 0.232 -0.387 0.115 0.500
H -0.24219 -1.96304 0.09061 0.105 -0.413 0.222 0.440
O -0.99606 -2.42835 0.44920 -0.411 0.126 0.024 -0.911